[1]
A structure of composition C38H43AsAuGeO2S2. Source: the Open Molecules 2025 dataset; level of theory: ωB97M-V with the def2-TZVPD basis set.

Each line ends with the Löwdin charge.
Element x y z (Å)
Au  0.13007  0.07451  -1.10960  0.822
S  -0.85654  -0.15789  1.09403  0.518
C  -0.43026  -1.78894  1.62069  -0.701
C  0.44988  -1.92743  2.70276  -0.133
C  0.79128  -3.17149  3.20188  -0.091
C  0.24521  -4.32114  2.64274  -0.102
C  -0.63785  -4.20116  1.58130  -0.134
C  -0.97120  -2.95453  1.05497  -0.434
As  -2.20161  -2.78472  -0.45452  1.310
C  -3.30207  -4.36399  0.00142  -0.403
C  -3.21341  -5.60901  -0.61407  -0.113
C  -4.04733  -6.65294  -0.23079  -0.099
C  -4.98329  -6.46652  0.77586  -0.111
C  -5.08421  -5.22683  1.39462  -0.101
C  -4.25616  -4.18592  1.00219  -0.129
C  -1.13598  -3.66066  -1.84854  -0.437
C  -1.68513  -3.69934  -3.12942  -0.148
C  -1.00001  -4.28644  -4.18332  -0.097
C  0.25726  -4.83803  -3.97128  -0.104
C  0.81732  -4.79207  -2.70400  -0.108
C  0.12860  -4.20284  -1.65010  -0.115
H  0.86846  -1.03231  3.14564  0.082
H  1.48571  -3.24188  4.03052  0.099
H  0.50044  -5.29914  3.03194  0.092
H  -1.07519  -5.09529  1.15055  0.096
H  -2.48305  -5.77111  -1.39789  0.091
H  -3.96173  -7.61605  -0.72001  0.096
H  -5.63194  -7.28015  1.07626  0.092
H  -5.81237  -5.07052  2.18133  0.096
H  -4.34367  -3.21943  1.48810  0.098
H  -2.66127  -3.25963  -3.30756  0.097
H  -1.44548  -4.30568  -5.17061  0.097
H  0.80147  -5.28726  -4.79300  0.098
H  1.80465  -5.20430  -2.53208  0.101
H  0.58927  -4.15919  -0.67217  0.086
C  0.24586  3.04330  -2.79193  -0.063
C  -0.63986  2.99138  -1.54036  -0.776
C  -2.06288  2.59215  -1.94779  -0.063
C  -0.67015  4.37668  -0.88364  -0.050
O  -0.14306  2.10222  -0.58249  -0.480
H  -0.14539  3.75486  -3.52558  0.075
H  0.29641  2.05522  -3.25348  0.049
H  1.26374  3.34182  -2.52886  0.062
H  -2.50524  3.30793  -2.64773  0.073
H  -2.69131  2.52666  -1.05756  0.079
H  -2.04525  1.60712  -2.42133  0.062
H  -1.06098  5.14125  -1.56119  0.075
H  0.33833  4.66439  -0.57581  0.069
H  -1.29939  4.34021  0.00802  0.077
C  3.07820  -2.42798  -0.53488  -0.212
Ge  2.77374  -1.51638  -2.24414  0.693
C  3.72699  0.19336  -2.29350  -0.220
C  3.48584  -2.59133  -3.73338  -0.229
C  0.86433  -1.10950  -2.38940  -0.393
H  4.06844  -2.20451  -0.13509  0.019
H  2.98379  -3.50986  -0.64068  0.006
H  2.33125  -2.08701  0.18497  -0.002
H  4.75503  0.09606  -1.93955  0.021
H  3.20352  0.91294  -1.66617  -0.018
H  3.74442  0.58336  -3.31289  0.018
H  4.54658  -2.79519  -3.57162  0.012
H  3.38618  -2.03580  -4.66797  0.012
H  2.96208  -3.53975  -3.84311  -0.019
H  0.29048  -1.62595  -3.16171  -0.059
O  3.83598  -0.01977  2.39301  -0.525
S  2.81801  0.76588  1.63541  0.961
C  3.70489  2.13974  0.88561  -0.365
C  3.03828  2.96534  -0.01039  -0.092
C  3.74090  3.99434  -0.61614  -0.077
C  5.09210  4.17728  -0.33943  -0.096
C  5.74551  3.32790  0.54089  -0.088
C  5.04940  2.29692  1.16184  -0.071
C  1.93473  1.74851  2.85991  -0.369
C  2.38778  1.71676  4.16726  -0.079
C  1.71278  2.45346  5.13058  -0.092
C  0.59890  3.20231  4.77306  -0.098
C  0.15136  3.20878  3.45864  -0.072
C  0.81185  2.47290  2.48412  -0.097
H  1.99367  2.77600  -0.25227  0.079
H  3.23679  4.64390  -1.32124  0.099
H  5.63850  4.97767  -0.82316  0.095
H  6.80002  3.46559  0.74605  0.097
H  5.52667  1.60886  1.84870  0.104
H  3.25129  1.10938  4.40777  0.102
H  2.05153  2.43894  6.15914  0.095
H  0.06956  3.77392  5.52598  0.094
H  -0.72888  3.77797  3.18698  0.103
H  0.44630  2.45029  1.46121  0.059

Spin multiplicity = 1
Net charge = -1

=====

[2]
A cluster of 3 separate species, C38H43BrF25N4O7 in total. Source: the Open Molecules 2025 dataset; level of theory: ωB97M-V with the def2-TZVPD basis set.

Each line ends with the Löwdin charge.
Element x y z (Å)
C  -1.16435  0.60506  -2.72604  -0.109
C  -2.47012  -0.00684  -2.00627  -0.107
C  -3.02695  0.92489  -0.79395  -0.344
O  -4.24431  1.22401  -0.76559  0.094
O  -2.15706  1.45558  0.21578  -0.087
C  -2.44694  0.93556  1.53721  -0.116
C  -1.15161  0.22560  2.24216  -0.078
N  -0.04837  1.22016  2.32886  -0.027
C  0.97389  0.98920  1.21709  -0.140
C  1.79458  -0.37871  1.34503  -0.069
C  1.34681  -1.51642  0.25877  -0.182
O  2.47550  -2.15168  -0.38372  -0.135
C  2.14276  -3.46338  -0.88946  -0.085
C  1.52303  -3.46238  -2.37274  -0.224
F  0.40320  -2.54661  -2.50823  0.022
F  0.95869  -4.77140  -2.57610  0.050
C  2.63028  -3.05654  -3.47400  -0.169
F  2.17655  -1.80929  -4.05046  0.060
F  3.91312  -2.73620  -2.88434  0.065
C  2.92813  -4.18318  -4.58082  -0.205
F  1.71251  -4.41924  -5.32447  0.056
F  3.40324  -5.38443  -3.93250  0.067
C  4.05292  -3.79429  -5.66249  -0.157
F  3.91700  -2.49146  -6.21766  0.043
F  5.32788  -4.04759  -5.06251  0.027
C  1.90357  2.32741  1.05453  -0.165
C  1.29753  3.23335  -0.15880  -0.202
F  0.30709  4.19891  0.32024  -0.051
C  2.46224  3.95721  -1.04475  -0.165
C  1.66502  4.58653  -2.33103  -0.105
N  1.86492  3.12717  2.29574  -0.028
C  2.72536  4.35303  2.25996  -0.233
C  4.19058  4.13295  1.81040  0.005
C  5.10166  5.43023  1.74426  0.004
C  4.29241  6.70659  2.16673  -0.037
C  2.79561  6.74320  2.55506  -0.077
N  2.02683  5.54858  2.59486  0.099
C  1.95682  2.36578  3.56219  -0.355
C  3.31136  1.55227  3.67412  -0.006
O  1.89863  3.38228  4.63450  0.001
C  2.33773  2.86229  5.86306  -0.207
N  2.58333  2.17611  6.83814  0.188
C  0.56906  1.49387  3.66956  -0.130
C  0.63159  0.27649  4.70290  -0.083
C  -0.60956  0.21181  5.75295  -0.678
O  -0.41934  -0.54730  6.75199  -0.020
Br  -2.32130  1.15727  5.63167  0.861
H  -0.55250  -0.23813  -3.23901  0.076
H  -0.42291  1.10313  -1.99193  0.046
H  -1.40954  1.34735  -3.58036  0.097
H  -3.29564  -0.04722  -2.81749  0.137
H  -2.18314  -1.05015  -1.62136  0.117
H  -3.33957  0.22160  1.44486  0.157
H  -2.73746  1.83960  2.19818  0.151
H  -1.56924  -0.20085  3.20876  0.109
H  -0.93619  -0.68726  1.55745  0.152
H  -0.49027  2.13178  2.04500  0.187
H  0.32849  0.87888  0.25796  0.134
H  1.83612  -0.84451  2.38656  0.118
H  2.89746  -0.14203  1.06551  0.127
H  0.83440  -2.34153  0.90148  0.133
H  0.53635  -1.12908  -0.45196  0.118
H  1.42356  -4.06415  -0.22820  0.152
H  3.13457  -4.06391  -0.89834  0.169
H  3.93588  -4.54236  -6.54045  0.191
H  2.93140  1.97351  0.69745  0.134
H  0.71727  2.59433  -0.93546  0.121
H  2.91762  4.86493  -0.50781  0.105
H  3.24329  3.17864  -1.37167  0.124
H  2.37779  4.76773  -3.20693  0.081
H  1.17499  5.57348  -1.96763  0.092
H  0.76643  3.91291  -2.62743  0.077
H  4.61180  3.08863  1.55050  0.107
H  6.19791  5.42326  1.43801  0.101
H  4.86278  7.70937  2.19023  0.098
H  2.28793  7.73672  2.84921  0.122
H  3.40142  0.75849  4.48446  0.095
H  4.14891  2.32614  3.90739  0.119
H  3.68371  1.05188  2.69524  0.093
H  -0.15307  2.26579  4.16123  0.157
H  0.59539  -0.75136  4.16215  0.135
H  1.55339  0.23617  5.37774  0.117
C  -5.82528  2.99197  6.96708  -0.045
C  -5.39674  3.58431  5.60744  -0.428
C  -5.39771  5.11139  5.51544  -0.298
F  -6.61190  5.64613  5.72806  0.102
F  -5.02020  5.50723  4.27183  0.092
F  -6.15269  3.03147  4.62930  0.130
F  -4.11392  3.15718  5.37412  -0.049
O  -7.18761  2.56389  7.09485  0.036
C  -8.14779  3.55348  7.41774  -0.500
C  -9.16332  3.78373  6.29268  -0.274
F  -8.56109  4.13274  5.13466  0.093
F  -10.01304  4.79100  6.60914  0.103
F  -7.51740  4.67963  7.80020  0.137
F  -8.79349  3.09846  8.51648  0.149
H  -5.24937  2.06890  7.08815  0.136
H  -5.51797  3.61950  7.80855  0.148
H  -4.69538  5.54965  6.23000  0.176
H  -9.74968  2.88058  6.10746  0.177
C  -0.17269  -7.08406  -7.39557  -0.044
C  0.16597  -8.48575  -6.84554  -0.433
C  1.64640  -8.75880  -6.57323  -0.300
F  2.40886  -8.65750  -7.67745  0.093
F  1.81414  -10.02428  -6.11114  0.096
F  -0.36099  -9.42025  -7.67199  0.131
F  -0.50220  -8.61711  -5.66009  0.102
O  -0.33623  -6.96356  -8.81616  0.035
C  0.83732  -6.79819  -9.58913  -0.500
C  1.10357  -7.98329  -10.52438  -0.274
F  1.19807  -9.14749  -9.84717  0.097
F  2.27604  -7.82099  -11.18648  0.099
F  1.87484  -6.52311  -8.77438  0.126
F  0.63987  -5.68062  -10.32827  0.143
H  -1.16001  -6.83330  -6.99573  0.150
H  0.48909  -6.30989  -6.99666  0.128
H  2.04011  -8.07498  -5.81583  0.168
H  0.30160  -8.08629  -11.25920  0.177

Spin multiplicity = 1
Net charge = +1

=====

no.,LUMO level (eV),calculated total energy (Ha),Kohn-Sham gap (eV)
1,2.42,-6869.0243,6.893
2,-2.73,-7289.4766,9.103